# 1
The following is a DFT calculation (ωB97M-V/def2-TZVPD) of ArH22O11 as an isolated structure.

Last column: natural (NBO) charge in e.
Element x y z (Å)
Ar1 -20.8597 -1.5376 -3.6168  0.00
O1 -17.3582 -2.6005 -4.3887  -0.98
H1 -17.8112 -3.2367 -3.8354  0.51
H2 -16.4315 -2.8241 -4.3022  0.47
O2 -19.2163 -4.5605 -3.2201  -0.99
H3 -19.1810 -5.1617 -3.9641  0.47
H4 -20.1504 -4.4597 -3.0371  0.51
O3 -18.2870 -0.3428 -5.8792  -0.98
H5 -17.9026 -1.0379 -5.3451  0.50
H6 -17.6048 0.3268 -5.9288  0.47
O4 -20.8135 1.0119 -6.3692  -0.96
H7 -20.9167 0.6791 -7.2608  0.46
H8 -20.0591 0.5362 -6.0214  0.49
O5 -24.3915 -3.1740 -3.0203  -0.96
H9 -24.6008 -3.9119 -3.5930  0.48
H10 -25.1771 -3.0539 -2.4869  0.49
O6 -23.6163 -1.7737 -5.4993  -0.97
H11 -23.8519 -1.9515 -4.5888  0.47
H12 -22.6612 -1.7102 -5.4921  0.48
O7 -23.0732 -1.9633 0.0343  -0.96
H13 -22.8894 -2.6233 0.7027  0.46
H14 -22.2422 -1.8516 -0.4275  0.49
O8 -20.2876 -1.2263 -0.2714  -0.97
H15 -19.4858 -1.7455 -0.2096  0.47
H16 -20.0564 -0.4952 -0.8444  0.50
O9 -21.8952 -4.7878 -2.6112  -0.96
H17 -21.7993 -5.1047 -1.7131  0.48
H18 -22.4660 -4.0231 -2.5363  0.51
O10 -21.3898 -2.5341 -6.8623  -0.94
H19 -20.4371 -2.4436 -6.8442  0.47
H20 -21.5546 -3.2056 -7.5242  0.47
O11 -19.2641 0.7855 -1.8877  -0.95
H21 -18.3886 0.4178 -1.7675  0.47
H22 -19.1113 1.6472 -2.2757  0.49

As for the net charge: 0. Its frontier orbital gap is 10.13 eV. For the energy relative to the best compared isomer or geometry (same formula, charge and spin), the calculation gives 14.3 kcal/mol.

# 2
The following is a DFT calculation (ωB97M-V/def2-TZVPD) of ArH26KrO13 as an isolated structure.

Last column: natural (NBO) charge in e.
Element x y z (Å)
Ar1 2.7026 3.3096 -1.1502  0.00
Kr1 0.3944 0.5348 -0.2106  0.00
O1 0.7402 -2.5763 2.3756  -0.95
H1 0.9552 -3.3896 2.8322  0.49
H2 1.5652 -2.0918 2.3469  0.49
O2 2.0232 2.3481 -4.1733  -0.97
H3 2.1612 1.6447 -3.5390  0.49
H4 2.3514 1.9939 -4.9997  0.47
O3 0.7198 -3.7240 -0.2057  -0.97
H5 0.0158 -3.2478 -0.6459  0.47
H6 0.8521 -3.2512 0.6160  0.49
O4 -0.7552 -0.2073 -3.0716  -0.96
H7 -1.2774 0.4317 -2.5867  0.50
H8 -0.8965 -1.0333 -2.6091  0.47
O5 2.7530 -2.4982 -1.7709  -0.95
H9 2.0756 -3.1469 -1.5798  0.50
H10 3.0770 -2.2292 -0.9114  0.47
O6 -3.4976 -1.7447 -0.5603  -0.96
H11 -4.4339 -1.6091 -0.4147  0.46
H12 -3.0780 -0.9958 -0.1368  0.49
O7 -3.0256 0.2582 1.2808  -0.98
H13 -3.8786 0.3390 1.7075  0.48
H14 -2.6611 1.1430 1.3036  0.51
O8 -2.4928 1.7985 -1.6027  -0.95
H15 -2.4755 2.7509 -1.5083  0.47
H16 -3.4071 1.5589 -1.4517  0.48
O9 2.1784 -0.2164 -3.0200  -1.01
H17 1.2294 -0.1019 -2.9693  0.49
H18 2.3622 -0.9561 -2.4411  0.49
O10 -1.6743 2.7719 1.3789  -0.97
H19 -1.6650 3.3086 0.5864  0.46
H20 -0.7560 2.7192 1.6440  0.51
O11 2.4502 -0.0586 3.0400  -0.95
H21 2.6254 -0.2234 3.9664  0.48
H22 3.2794 0.2714 2.6940  0.48
O12 0.8731 3.1446 2.4862  -0.95
H23 1.5381 2.4742 2.6430  0.49
H24 1.3112 3.7928 1.9347  0.48
O13 -1.5973 -1.2692 3.2100  -0.98
H25 -1.9600 -0.6155 2.6122  0.48
H26 -0.7023 -1.4074 2.9002  0.48

As for the net charge: 0. Its frontier orbital gap is 10.00 eV.

# 3
The following is a DFT calculation (ωB97M-V/def2-TZVPD) of ArH26O13 as an isolated structure.

Last column: natural (NBO) charge in e.
Element x y z (Å)
Ar1 -0.0626 0.0597 0.3283  0.00
O1 0.6736 -0.2715 -3.7917  -0.98
H1 0.7282 -1.0708 -3.2680  0.48
H2 0.0307 0.2712 -3.3352  0.49
O2 1.7668 2.1187 3.1355  -0.97
H3 2.2449 2.1863 2.3090  0.49
H4 2.1248 1.3373 3.5567  0.46
O3 0.4568 -2.6429 -2.1621  -0.98
H5 1.0886 -2.7721 -1.4547  0.51
H6 0.5765 -3.4023 -2.7323  0.49
O4 -3.7065 1.5850 0.1547  -0.95
H7 -3.4551 2.3089 -0.4189  0.47
H8 -3.2232 0.8314 -0.1841  0.49
O5 -1.6480 -2.8988 -0.4904  -0.99
H9 -0.9422 -2.7463 -1.1187  0.50
H10 -1.2050 -3.2200 0.2949  0.48
O6 -1.8861 0.8847 -2.7918  -0.97
H11 -2.2024 1.7181 -2.4432  0.46
H12 -2.4054 0.2217 -2.3369  0.50
O7 3.2220 2.2424 0.7831  -0.97
H13 3.2867 1.3302 0.5002  0.49
H14 2.9164 2.7131 0.0077  0.48
O8 -2.8890 1.8948 2.8638  -0.96
H15 -3.1366 1.8942 1.9392  0.49
H16 -2.0110 2.2759 2.8769  0.46
O9 0.0267 4.3300 0.3861  -0.94
H17 -0.4670 5.1483 0.4401  0.47
H18 -0.2054 3.8565 1.1850  0.47
O10 -3.4064 -1.0109 -1.3915  -1.00
H19 -2.8994 -1.7541 -1.0649  0.51
H20 -4.3188 -1.2581 -1.2410  0.49
O11 3.4735 -0.2321 -0.0939  -0.94
H21 4.2347 -0.5891 0.3636  0.49
H22 3.6134 -0.4661 -1.0115  0.50
O12 2.0510 -2.5527 0.0865  -1.01
H23 1.8007 -2.6335 1.0069  0.50
H24 2.4014 -1.6652 0.0102  0.49
O13 1.3157 -2.4578 2.7761  -0.95
H25 1.6634 -3.1129 3.3812  0.48
H26 0.3735 -2.4513 2.9449  0.49

As for the net charge: 0. Its frontier orbital gap is 10.13 eV. For the energy relative to the best compared isomer or geometry (same formula, charge and spin), the calculation gives 7.8 kcal/mol.

| no. | E_LUMO (Ha) |
| --- | --- |
| 1 | 0.0042 |
| 2 | -0.0145 |
| 3 | -0.0088 |